No. 1
The following is a quantum chemistry calculation of C27H29NO3P2Yb as an isolated structure in a non-equilibrium geometry, from OMol25.

Properties
- Electronic energy: -3167.97474 Eh
- Total charge: +1
- Maximum force: 2.37 eV/Å
- Spin multiplicity: 2
- Orbital gap (spin up / spin down): 6.80 / 6.00 eV

Geometry (Å):
C: 2.25 -2.59 3.49
C: 2.06 -1.63 2.50
C: 2.11 -2.04 1.12
C: 2.36 -3.42 0.79
C: 2.44 -4.36 1.85
C: 2.40 -3.95 3.17
C: 2.61 -3.73 -0.55
C: 2.96 -2.72 -1.45
C: 2.65 -1.37 -1.07
C: 2.92 -0.29 -1.98
C: 3.41 -0.58 -3.25
C: 3.63 -1.91 -3.65
C: 3.39 -2.96 -2.79
H: 2.26 -2.28 4.54
H: 2.59 -5.41 1.59
H: 2.50 -4.67 3.99
H: 2.65 -4.78 -0.86
H: 3.63 0.24 -3.93
H: 3.98 -2.10 -4.67
H: 3.51 -4.00 -3.11
N: 1.96 -1.15 0.09
Yb: -1.11 -0.49 -0.25
C: 1.83 -0.17 2.85
H: 2.66 0.46 2.49
H: 1.75 -0.05 3.94
C: 2.56 1.13 -1.57
H: 2.98 1.36 -0.58
H: 2.91 1.85 -2.31
P: 0.28 0.49 2.10
P: 0.74 1.30 -1.43
C: 0.35 1.55 -3.20
H: -0.73 1.66 -3.30
H: 0.86 2.46 -3.53
H: 0.69 0.69 -3.79
C: 0.61 3.03 -0.85
H: 1.02 3.70 -1.62
H: -0.46 3.25 -0.69
H: 1.15 3.15 0.10
C: -0.87 -0.58 3.05
H: -0.82 -0.27 4.11
H: -1.90 -0.47 2.69
H: -0.57 -1.63 2.97
C: 0.07 2.04 3.06
H: -0.92 2.45 2.82
H: 0.13 1.82 4.14
H: 0.84 2.76 2.78
C: 0.10 -2.11 -2.03
O: -0.27 -1.68 -3.08
H: 0.70 -3.09 -1.86
O: -3.13 -0.13 0.64
C: -3.21 0.96 -0.04
O: -2.20 1.37 -0.74
C: -4.46 1.77 -0.11
C: -4.46 3.02 -0.76
C: -5.66 3.74 -0.89
C: -6.85 3.23 -0.36
C: -6.84 2.00 0.31
C: -5.65 1.28 0.44
H: -3.53 3.41 -1.17
H: -5.66 4.70 -1.40
H: -7.79 3.78 -0.48
H: -7.76 1.60 0.74
H: -5.62 0.33 0.96

=====

No. 2
The following is a quantum chemistry calculation of a 2-piece molecular cluster, CH4BrClOP overall in a non-equilibrium geometry, from OMol25.

Properties
- Electronic energy: -3490.95519 Eh
- Total charge: +1
- Maximum force: 6.10 eV/Å
- Orbital gap (spin up / spin down): 8.57 / 8.58 eV

Geometry (Å):
C: 0.02 0.14 0.81
O: -0.94 0.29 -2.39
P: -1.48 0.71 -0.13
Cl: -2.32 2.31 0.40
Br: -2.96 -0.92 -0.11
H: 0.32 -0.94 0.53
H: -0.19 0.06 1.90
H: 0.93 0.74 0.63
H: -1.86 0.25 -2.63

=====

No. 3
The following is a quantum chemistry calculation of C21H49N7O10V as an isolated structure in a non-equilibrium geometry, from OMol25.

Properties
- Electronic energy: -2909.09967 Eh
- Total charge: +1
- Maximum force: 2.80 eV/Å
- Spin multiplicity: 3
- Orbital gap (spin up / spin down): 8.08 / 8.81 eV

Geometry (Å):
V: 0.18 -0.17 -0.04
C: -2.08 3.26 -0.70
C: -2.47 1.82 -0.95
C: -2.98 1.61 -2.38
O: -1.49 0.89 -0.64
H: -1.14 3.58 -1.17
H: -1.90 3.55 0.35
H: -2.90 3.88 -1.06
H: -3.32 1.74 -0.25
H: -3.69 2.40 -2.62
H: -3.37 0.61 -2.50
H: -2.15 1.79 -3.07
N: 2.83 -2.03 -0.88
O: 3.91 -1.71 -1.37
O: 2.10 -1.11 -0.44
O: 2.44 -3.20 -0.89
C: -3.35 -1.68 1.65
C: -2.11 -2.32 1.09
O: -1.13 -1.64 0.83
N: -2.15 -3.63 0.87
C: -1.14 -4.47 0.26
H: -4.22 -2.33 1.76
H: -3.59 -0.79 1.08
H: -3.12 -1.35 2.67
H: -3.02 -4.11 1.02
H: -1.29 -4.54 -0.82
H: -1.17 -5.49 0.65
H: -0.15 -4.06 0.47
C: -1.70 -2.32 -3.29
C: -0.45 -2.47 -2.44
O: -0.21 -1.63 -1.59
N: 0.40 -3.47 -2.71
C: 0.11 -4.62 -3.55
H: -1.46 -2.44 -4.35
H: -2.26 -1.42 -3.10
H: -2.33 -3.19 -3.04
H: 1.25 -3.51 -2.16
H: 0.63 -5.50 -3.18
H: 0.48 -4.49 -4.57
H: -0.95 -4.83 -3.58
C: 1.34 3.76 0.77
C: 2.01 2.44 0.62
O: 1.35 1.46 0.25
N: 3.34 2.37 0.73
C: 4.06 1.14 0.49
H: 1.99 4.59 0.49
H: 1.01 3.78 1.82
H: 0.42 3.81 0.19
H: 3.80 3.18 1.11
H: 3.65 0.23 0.91
H: 5.07 1.27 0.89
H: 4.14 0.91 -0.57
C: 2.22 0.20 3.73
C: 1.70 -0.96 2.89
O: 1.02 -0.72 1.90
N: 2.09 -2.18 3.24
C: 1.67 -3.34 2.47
H: 2.93 -0.08 4.50
H: 1.36 0.67 4.20
H: 2.61 0.89 2.99
H: 2.50 -2.35 4.14
H: 1.55 -3.15 1.41
H: 0.72 -3.67 2.91
H: 2.29 -4.23 2.54
C: 1.71 -0.29 -4.24
C: 1.39 0.89 -3.34
O: 0.92 0.67 -2.23
N: 1.57 2.11 -3.86
C: 1.05 3.27 -3.15
H: 0.83 -0.83 -4.56
H: 2.33 -1.00 -3.69
H: 2.30 0.02 -5.10
H: 2.06 2.29 -4.72
H: 1.74 3.52 -2.34
H: 0.01 3.13 -2.88
H: 1.12 4.13 -3.82
C: -3.04 1.71 3.11
C: -1.54 1.79 3.04
O: -0.89 1.06 2.30
N: -0.91 2.77 3.74
C: -1.48 3.88 4.47
H: -3.39 1.07 3.93
H: -3.44 1.20 2.24
H: -3.52 2.68 3.22
H: 0.08 2.63 3.81
H: -0.91 4.12 5.37
H: -2.49 3.74 4.83
H: -1.43 4.79 3.87

=====

No. 4
The following is a quantum chemistry calculation of a 13-piece molecular cluster, C27H80N10O13 overall in a non-equilibrium geometry, from OMol25.

Properties
- Electronic energy: -2602.07557 Eh
- Maximum force: 10.95 eV/Å
- Orbital gap: 8.34 eV

Geometry (Å):
C: 4.36 3.77 -0.51
O: 3.00 3.84 -0.70
H: 4.59 4.37 0.36
H: 4.89 4.17 -1.38
H: 4.73 2.75 -0.31
H: 2.72 3.29 -1.44
C: -2.75 -3.76 2.81
O: -4.00 -3.31 3.19
N: -1.81 -2.91 2.55
N: -2.33 -4.96 2.73
H: -1.83 -1.89 2.72
H: -0.83 -3.23 2.24
H: -2.98 -5.72 3.03
H: -1.35 -5.27 2.78
C: -2.43 -4.11 -0.67
O: -2.62 -4.23 -2.05
N: -2.21 -5.13 0.07
N: -2.52 -2.97 -0.05
H: -1.98 -6.09 -0.31
H: -2.26 -5.01 1.13
H: -2.84 -2.18 -0.64
H: -2.22 -2.77 0.93
C: -2.74 -0.01 1.86
O: -3.96 -0.54 1.54
N: -2.24 -0.24 3.03
N: -2.05 0.76 1.06
H: -2.85 -0.70 3.64
H: -1.31 0.05 3.43
H: -2.36 0.73 0.08
H: -1.49 1.60 1.36
C: 3.07 1.59 4.03
O: 4.02 0.84 4.74
N: 2.20 2.30 4.67
N: 3.04 1.69 2.72
H: 2.34 2.31 5.72
H: 1.54 2.93 4.17
H: 3.70 1.18 2.14
H: 2.31 2.32 2.24
C: 0.47 3.42 2.06
O: -0.74 2.85 2.15
N: 0.96 4.27 2.91
N: 1.32 2.99 1.21
H: 0.17 4.80 3.35
H: 1.86 4.70 2.82
H: 0.96 2.28 0.53
H: 2.04 3.56 0.67
C: -0.73 -1.13 5.41
C: 0.49 -0.62 4.75
C: 1.39 -1.73 4.06
O: 0.30 0.23 3.81
H: -1.34 -1.93 4.96
H: -1.34 -0.32 5.85
H: -0.51 -1.71 6.32
H: 0.98 -0.04 5.57
H: 2.22 -1.31 3.46
H: 0.91 -2.42 3.37
H: 1.83 -2.39 4.85
H: 1.00 0.90 3.89
C: 0.64 -1.36 0.58
C: 1.08 0.07 0.39
C: 2.50 0.04 -0.21
O: 0.31 0.74 -0.34
H: -0.41 -1.32 0.93
H: 1.23 -1.83 1.39
H: 0.71 -1.97 -0.39
H: 1.07 0.49 1.41
H: 3.04 1.03 -0.17
H: 2.42 -0.22 -1.22
H: 3.29 -0.58 0.28
H: -0.59 0.46 -0.17
C: -0.46 -2.14 -3.01
C: 0.24 -0.90 -3.44
C: 1.33 -1.12 -4.52
O: -0.53 -0.06 -3.94
H: -0.93 -1.86 -2.07
H: 0.15 -3.03 -2.82
H: -1.33 -2.40 -3.60
H: 0.72 -0.51 -2.53
H: 2.00 -1.85 -4.12
H: 1.89 -0.22 -4.69
H: 0.84 -1.49 -5.43
H: -0.86 -0.44 -4.77
C: -3.14 4.83 -2.11
C: -1.66 4.71 -1.84
C: -1.27 3.44 -1.08
O: -0.89 4.67 -2.83
H: -3.66 5.07 -1.21
H: -3.42 3.93 -2.51
H: -3.44 5.67 -2.78
H: -1.45 5.63 -1.33
H: -1.25 2.60 -1.71
H: -2.04 3.29 -0.37
H: -0.28 3.51 -0.65
H: 0.02 4.96 -2.51
C: 2.27 3.93 -3.93
C: 2.02 2.48 -3.53
C: 3.25 1.61 -3.86
O: 1.56 2.28 -2.41
H: 1.42 4.58 -3.82
H: 2.50 3.85 -4.95
H: 3.11 4.38 -3.38
H: 1.29 2.07 -4.19
H: 4.16 2.13 -3.47
H: 3.38 1.43 -4.89
H: 3.15 0.65 -3.28
H: 0.88 1.60 -2.43
C: 1.16 -4.80 -0.92
C: 0.90 -4.99 0.55
C: 2.30 -4.79 1.24
O: 0.02 -4.31 1.07
H: 0.17 -4.92 -1.51
H: 1.93 -5.52 -1.20
H: 1.59 -3.80 -1.06
H: 0.62 -6.02 0.55
H: 3.01 -5.53 0.86
H: 2.12 -4.89 2.30
H: 2.66 -3.78 0.96
H: -0.82 -4.44 0.54
C: -4.13 1.34 -2.22
C: -3.44 0.11 -2.00
C: -3.61 -0.74 -3.30
O: -2.23 0.19 -1.74
H: -5.18 1.20 -2.44
H: -3.69 1.86 -3.08
H: -4.21 2.08 -1.35
H: -3.91 -0.46 -1.23
H: -4.62 -0.76 -3.57
H: -3.40 -1.80 -3.13
H: -3.19 -0.24 -4.15
H: -1.67 0.30 -2.56

=====

No. 5
The following is a quantum chemistry calculation of a 2-piece molecular cluster, C3H4O overall in a non-equilibrium geometry, from OMol25.

Properties
- Electronic energy: -191.81094 Eh
- Maximum force: 2.17 eV/Å
- SMILES string: C#C.C=O
- Orbital gap: 10.69 eV

Geometry (Å):
C: 1.38 0.37 0.06
C: 1.54 -0.82 -0.01
H: 1.74 1.35 0.28
H: 1.15 -1.78 0.01
C: -1.43 0.28 -0.08
O: -1.99 -0.77 0.03
H: -0.82 0.70 0.77
H: -1.56 0.68 -1.06

=====

No. 6
The following is a quantum chemistry calculation of a 3-piece molecular cluster, C39H59F3N4O8S3 overall in a non-equilibrium geometry, from OMol25.

Properties
- Electronic energy: -3836.25944 Eh
- Maximum force: 1.57 eV/Å
- SMILES string: CCCCN(CCCC[C@@H]1[C@H](CCCCOC)[C@@H](NCC)OS(=O)(=O)[C@H]1CCC(F)=C(F)F)C(=S)SCCC.O=[N+]([O-])c1ccccc1.O=[N+]([O-])c1ccccc1
- Orbital gap: 7.83 eV

Geometry (Å):
C: 0.85 2.47 5.04
C: 0.40 0.99 5.04
C: 0.82 0.30 3.73
C: -0.17 0.55 2.62
N: 0.03 -0.33 1.44
C: -0.90 0.15 0.38
C: -0.81 -0.71 -0.87
C: -1.62 -0.19 -2.07
C: -1.78 1.34 -2.17
C: -0.45 2.13 -2.25
C: -0.58 3.63 -1.92
C: -1.60 3.95 -0.83
C: -3.07 4.06 -1.25
C: -4.07 3.51 -0.21
C: -4.90 2.32 -0.69
O: -6.29 2.58 -0.56
C: -7.01 1.46 -0.12
C: -0.82 4.52 -3.17
N: -1.01 5.88 -2.76
C: -1.87 6.69 -3.64
C: -2.71 7.67 -2.81
O: 0.32 4.52 -4.09
S: 1.24 3.23 -4.10
O: 1.74 3.00 -5.42
O: 2.25 3.36 -3.09
C: 0.17 1.87 -3.66
C: 1.08 0.63 -3.71
C: 0.99 -0.16 -5.02
C: 0.61 -1.59 -4.83
F: -0.29 -2.11 -5.72
C: 1.06 -2.42 -3.88
F: 2.18 -2.21 -3.15
F: 0.43 -3.56 -3.53
C: 1.36 -0.12 0.95
S: 2.36 -1.36 0.69
S: 1.91 1.54 0.53
C: 3.43 1.80 1.47
C: 4.51 2.43 0.56
C: 5.84 1.65 0.55
H: 1.51 2.67 4.19
H: 0.02 3.16 4.94
H: 1.44 2.70 5.92
H: -0.67 0.91 5.16
H: 0.96 0.50 5.83
H: 0.87 -0.78 3.87
H: 1.83 0.64 3.51
H: -1.15 0.29 3.01
H: -0.24 1.61 2.35
H: -0.68 1.21 0.21
H: -1.89 0.11 0.82
H: 0.21 -0.91 -1.17
H: -1.23 -1.68 -0.60
H: -2.63 -0.58 -1.97
H: -1.25 -0.59 -3.01
H: -2.39 1.64 -1.33
H: -2.31 1.51 -3.10
H: 0.26 1.67 -1.56
H: 0.39 3.94 -1.53
H: -1.54 3.14 -0.10
H: -1.30 4.84 -0.27
H: -3.22 3.52 -2.19
H: -3.30 5.09 -1.49
H: -3.56 3.30 0.72
H: -4.78 4.31 0.00
H: -4.69 2.07 -1.73
H: -4.65 1.43 -0.10
H: -6.82 0.59 -0.75
H: -6.74 1.22 0.91
H: -8.07 1.67 -0.19
H: -1.72 4.16 -3.66
H: -0.10 6.31 -2.64
H: -2.50 6.06 -4.25
H: -1.23 7.30 -4.27
H: -2.78 7.31 -1.79
H: -2.22 8.64 -2.75
H: -3.72 7.79 -3.19
H: -0.63 1.77 -4.39
H: 0.92 -0.03 -2.86
H: 2.10 0.99 -3.62
H: 1.98 -0.14 -5.50
H: 0.32 0.28 -5.75
H: 3.79 0.88 1.93
H: 3.25 2.49 2.29
H: 4.65 3.46 0.88
H: 4.12 2.48 -0.45
H: 6.24 1.62 -0.46
H: 5.64 0.62 0.84
H: 6.56 2.11 1.21
O: -1.75 -2.07 4.70
N: -1.77 -2.88 5.60
O: -2.41 -2.78 6.62
C: -0.95 -4.09 5.41
C: -0.19 -4.19 4.26
C: 0.60 -5.31 4.07
C: 0.63 -6.31 5.03
C: -0.15 -6.19 6.18
C: -0.95 -5.07 6.38
H: -0.21 -3.41 3.51
H: 1.20 -5.39 3.18
H: 1.25 -7.18 4.89
H: -0.13 -6.97 6.93
H: -1.55 -4.98 7.27
O: 2.52 -9.37 2.37
N: 2.30 -8.29 1.89
O: 1.67 -7.41 2.44
C: 2.83 -8.01 0.55
C: 3.52 -9.00 -0.12
C: 4.00 -8.74 -1.39
C: 3.78 -7.50 -1.98
C: 3.09 -6.52 -1.29
C: 2.60 -6.77 -0.02
H: 3.69 -9.96 0.34
H: 4.54 -9.51 -1.93
H: 4.15 -7.31 -2.98
H: 2.92 -5.55 -1.75
H: 2.06 -6.00 0.52

=====

No. 7
The following is a quantum chemistry calculation of one molecule with the formula C5H7N3 in a non-equilibrium geometry, from OMol25.

Properties
- Electronic energy: -358.73418 Eh
- Maximum force: 5.53 eV/Å
- SMILES string: CN1[C@@H]2C=NN=C[C@H]21
- Orbital gap: 9.48 eV

Geometry (Å):
C: -2.16 0.07 -0.29
N: -1.07 -0.40 0.63
C: 0.12 -0.73 -0.19
C: 1.51 -1.39 0.04
N: 2.40 -0.46 0.09
N: 2.12 0.90 -0.27
C: 0.91 1.36 0.09
C: 0.14 0.42 0.74
H: -2.91 -0.91 -0.13
H: -1.81 0.14 -1.44
H: -2.48 1.26 0.03
H: -0.07 -0.46 -1.20
H: 1.85 -2.48 0.11
H: 1.01 2.42 -0.02
H: 0.45 0.26 1.82

=====

No. 8
The following is a quantum chemistry calculation of a 5-piece molecular cluster, C10H17Cl6NO6 overall in a non-equilibrium geometry, from OMol25.

Properties
- Electronic energy: -3658.56511 Eh
- Maximum force: 1.45 eV/Å
- SMILES string: COC(=O)OC.COC(=O)OC.ClC(Cl)Cl.ClC(Cl)Cl.CC#N
- Orbital gap: 11.10 eV

Geometry (Å):
C: 3.48 -1.79 -3.29
O: 3.85 -0.49 -2.87
C: 3.31 -0.11 -1.71
O: 2.43 -0.67 -1.12
O: 3.90 1.02 -1.36
C: 3.63 1.54 -0.07
H: 3.70 -2.55 -2.53
H: 4.01 -2.03 -4.20
H: 2.40 -1.90 -3.47
H: 4.15 0.96 0.69
H: 2.56 1.49 0.16
H: 3.99 2.56 0.00
C: -0.80 -0.23 4.45
O: -1.48 -1.27 5.13
C: -2.79 -1.30 4.93
O: -3.47 -0.49 4.37
O: -3.24 -2.41 5.50
C: -4.64 -2.57 5.67
H: 0.25 -0.31 4.74
H: -1.09 0.79 4.69
H: -0.90 -0.31 3.37
H: -5.09 -1.80 6.30
H: -4.79 -3.55 6.12
H: -5.11 -2.52 4.68
Cl: 3.23 3.45 -5.36
C: 2.50 4.45 -4.07
Cl: 3.59 5.74 -3.60
Cl: 2.02 3.46 -2.69
H: 1.59 4.87 -4.48
Cl: -2.65 -1.44 -2.14
C: -3.92 -2.21 -3.10
Cl: -3.25 -3.31 -4.30
Cl: -4.95 -0.95 -3.84
H: -4.54 -2.78 -2.42
C: -0.35 1.04 -1.15
C: -0.17 1.34 0.26
N: -0.01 1.55 1.37
H: 0.07 0.06 -1.36
H: -0.01 1.76 -1.89
H: -1.41 0.92 -1.38